No. 1
Below is a 2-piece molecular cluster, C3H11N4 overall in a non-equilibrium geometry, with properties calculated with ωB97M-V/def2-TZVPD.

The calculation puts the HOMO energy (alpha / beta) at -20.702 / -20.166 eV. As for the energy relative to the best compared isomer or geometry (same formula, charge and spin): 210.4 kJ/mol. As for the expectation value of S²: 0.761. The calculation puts the molar mass at 103.15 g mol⁻¹. The charge is +2. The calculation puts the LUMO energy (alpha / beta) at -8.29 / -12.43 eV. The HOMO-LUMO gap (alpha / beta) comes out at 12.4 / 7.7 eV. Its multiplicity is 2.

Positions of all 18 atoms, in Å:
H (2.006, -1.528, 0.445)
H (-0.835, -1.251, -0.706)
H (-3.613, -0.367, -0.617)
H (2.231, 1.688, -0.540)
H (-3.054, -2.040, -1.171)
N (0.871, 0.070, 1.867)
N (1.494, 1.602, 0.185)
H (3.181, -0.396, 0.016)
H (-2.272, 1.175, -1.574)
H (0.873, 0.929, 2.457)
N (-1.634, -0.660, -0.855)
C (-1.409, 0.484, -1.359)
C (1.442, 0.297, 0.742)
H (1.647, 2.330, 0.868)
N (2.177, -0.649, -0.010)
C (-2.916, -1.185, -0.469)
H (-2.816, -1.360, 0.611)
H (-0.404, 0.705, -1.587)

No. 2
Below is C3H7OP as an isolated structure in a non-equilibrium geometry, with properties calculated with ωB97M-V/def2-TZVPD.

The calculation puts the HOMO energy (alpha / beta) at -7.984 / -6.975 eV. As for the energy relative to the best compared isomer or geometry (same formula, charge and spin): 393.6 kJ/mol. The calculation puts the molar mass at 90.06 g mol⁻¹. The charge is 0. The calculation puts the LUMO energy (alpha / beta) at -0.03 / -0.51 eV. The HOMO-LUMO gap (alpha / beta) comes out at 8.0 / 6.5 eV.

Positions of all 12 atoms, in Å:
H (-2.011, 1.114, 1.172)
C (1.757, 0.639, 0.080)
H (-1.201, -0.636, -1.495)
O (0.510, 0.511, -0.059)
H (1.835, -1.479, 0.302)
H (-2.476, 1.272, -0.740)
H (-3.396, 0.373, 0.281)
C (-2.379, 0.677, 0.189)
H (2.997, -0.633, -0.803)
P (-1.279, -0.788, -0.184)
C (2.523, -0.557, 0.142)
H (3.119, -0.492, 1.115)

No. 3
Below is one molecule with the formula C4H6O2, with properties calculated with ωB97M-V/def2-TZVPD.

The calculation puts the HOMO energy at -10.088 eV. As for the energy relative to the best compared isomer or geometry (same formula, charge and spin): 199.2 kJ/mol. The calculation puts the molar mass at 86.09 g mol⁻¹. The charge is 0. The calculation puts the LUMO energy at 0.95 eV. Its SMILES is O=CC[C@H]1CO1. The HOMO-LUMO gap comes out at 11.0 eV.

Positions of all 12 atoms, in Å:
C (-0.873, -0.525, -1.379)
H (-1.423, -0.268, -2.314)
C (-0.661, 0.657, -0.458)
H (-0.354, 0.843, 1.714)
H (-0.174, 1.451, -1.042)
C (1.168, -0.572, 1.027)
C (0.136, 0.452, 0.820)
H (-1.668, 1.038, -0.229)
O (1.518, 0.771, 0.731)
O (-0.524, -1.661, -1.171)
H (1.360, -1.302, 0.247)
H (1.397, -0.891, 2.045)

No. 4
Below is one molecule with the formula C2H3NO3 in a non-equilibrium geometry, with properties calculated with ωB97M-V/def2-TZVPD.

The calculation puts the HOMO energy at -10.157 eV. As for the energy relative to the best compared isomer or geometry (same formula, charge and spin): 448.3 kJ/mol. The calculation puts the molar mass at 89.05 g mol⁻¹. The charge is 0. The calculation puts the LUMO energy at 0.31 eV. Its SMILES is O=CNOC=O. The HOMO-LUMO gap comes out at 10.5 eV.

Positions of all 9 atoms, in Å:
C (0.572, -1.717, 0.538)
H (-0.619, -0.382, -1.012)
O (-0.721, 1.729, -1.482)
O (0.606, -1.956, 1.745)
H (-0.668, 2.774, 0.209)
N (0.161, -0.501, -0.101)
C (-0.292, 1.845, -0.293)
O (0.083, 0.782, 0.451)
H (0.878, -2.574, -0.054)

No. 5
Below is C22H51AuBN4O2Si2 as an isolated structure in a non-equilibrium geometry, with properties calculated with ωB97M-V/def2-TZVPD.

The calculation puts the HOMO energy (alpha / beta) at -11.262 / -11.537 eV. As for the energy relative to the best compared isomer or geometry (same formula, charge and spin): 53.0 kJ/mol. As for the expectation value of S²: 2.025. The calculation puts the molar mass at 667.63 g mol⁻¹. The charge is +1. The calculation puts the LUMO energy (alpha / beta) at -2.84 / -7.89 eV. The HOMO-LUMO gap (alpha / beta) comes out at 8.4 / 3.6 eV. Its multiplicity is 3.

Positions of all 83 atoms, in Å:
H (1.243, -0.929, -5.797)
H (-1.288, -1.751, -6.094)
C (4.837, 0.478, 0.449)
H (3.355, 2.883, 2.069)
H (-2.979, 1.345, -4.790)
H (-1.141, -2.386, -1.649)
H (-1.342, 2.446, -5.488)
C (-1.639, -2.970, -2.441)
H (5.753, 1.070, 0.582)
H (-4.732, 2.507, -0.359)
H (0.920, 3.480, -4.153)
C (-0.113, -2.131, 2.454)
H (2.359, 0.446, -5.954)
N (-0.549, 0.035, 2.222)
H (2.254, 1.491, 2.165)
N (-1.936, 1.844, 1.198)
N (-1.532, 1.859, -0.125)
C (2.621, 2.287, 1.505)
H (-5.261, 0.933, -3.843)
H (5.150, 3.134, -0.913)
C (4.070, 3.021, -1.090)
H (4.623, -0.035, 1.397)
B (-0.988, 1.526, 2.416)
C (-3.121, -2.748, -2.405)
C (-3.255, 2.101, 1.247)
C (-3.726, 2.291, -0.050)
H (-2.488, -0.728, -6.908)
O (-2.446, -0.639, -4.822)
H (-3.501, -3.034, -1.419)
C (-2.327, -1.399, -6.049)
C (-0.489, -0.968, 3.129)
H (-0.182, -4.336, -4.139)
H (-3.630, -3.370, -3.150)
H (-1.670, 1.570, 3.416)
N (-0.238, -0.444, 0.970)
H (-4.332, -2.187, -6.017)
H (-0.715, -0.797, 4.172)
H (0.304, -2.932, -5.112)
H (-3.386, -1.701, -2.576)
H (-1.405, -4.038, -2.287)
C (2.211, 0.594, -1.102)
C (-0.542, 1.798, -5.870)
H (-1.146, -0.867, -3.735)
H (0.369, -2.362, 0.271)
H (-0.988, 1.032, -6.516)
H (-3.185, -3.088, -7.021)
H (1.763, 2.930, 1.276)
H (1.514, -2.007, -3.054)
H (0.036, -3.108, 2.867)
H (3.917, 2.851, -2.163)
O (-1.111, -2.549, -3.719)
H (-4.009, 0.317, -5.830)
Si (3.410, 1.598, -0.054)
H (2.410, -0.572, -4.496)
Au (0.294, 1.286, -0.835)
H (-3.777, 2.125, 2.196)
H (-4.949, -0.802, -3.791)
H (1.034, -3.477, -2.167)
C (-4.469, 0.183, -3.740)
C (-3.299, -2.547, -6.078)
H (-0.070, 2.284, 2.518)
C (-2.618, 2.139, -0.891)
H (1.397, 2.596, -2.690)
H (-4.009, 0.318, -2.754)
H (-2.558, 2.230, -1.970)
H (0.142, -0.450, -2.446)
H (2.170, -0.451, -0.749)
C (1.243, -3.061, -3.158)
H (2.444, 0.571, -2.175)
C (-3.477, 0.368, -4.864)
H (-3.098, -3.236, -5.252)
H (0.121, 2.419, -6.492)
C (-0.498, 0.069, -3.172)
H (2.452, 2.572, -4.127)
H (2.104, -3.598, -3.562)
Si (0.486, 1.062, -4.472)
C (1.741, -0.122, -5.242)
C (1.405, 2.563, -3.790)
C (0.053, -1.746, 1.106)
H (3.586, 3.969, -0.819)
H (5.030, -0.283, -0.319)
H (-1.274, 0.659, -2.668)
C (0.073, -3.266, -4.092)

No. 6
Below is C52H33N4O4Os as an isolated structure, with properties calculated with ωB97M-V/def2-TZVPD.

The calculation puts the HOMO energy at -9.819 eV. The calculation puts the molar mass at 968.09 g mol⁻¹. The charge is +1. The calculation puts the LUMO energy at -4.03 eV. The HOMO-LUMO gap comes out at 5.8 eV.

Positions of all 94 atoms, in Å:
C (6.708, -0.163, 1.871)
H (-3.395, -1.524, 4.656)
H (-0.716, 5.573, 1.489)
H (-2.712, 3.715, 4.233)
H (0.050, -4.275, -0.823)
H (2.986, 5.677, -4.863)
H (-1.274, 6.018, -5.125)
H (-5.401, -2.718, 5.153)
C (7.826, -1.579, 3.189)
C (1.998, 5.373, -4.542)
C (-0.533, 4.598, -3.703)
C (-1.327, -1.891, 1.005)
H (1.181, -2.852, -4.311)
C (0.446, 2.959, -2.090)
C (1.280, 1.210, -3.688)
H (1.808, -0.777, -4.387)
C (-1.215, -3.274, 0.649)
C (-1.837, 4.329, 4.416)
H (1.349, 4.732, 3.345)
C (1.508, -0.125, -3.587)
C (-0.303, -3.377, -0.346)
C (4.444, -0.877, 2.272)
C (0.593, 4.005, -3.140)
H (2.641, -4.676, -5.027)
C (-0.731, 1.700, 3.095)
H (7.064, 1.496, 0.560)
C (-0.673, 4.102, 3.688)
C (1.859, 4.396, -3.566)
H (-1.519, 4.292, -3.373)
C (0.871, 5.958, -5.105)
C (-3.928, -2.896, 1.622)
H (8.148, -1.219, 4.166)
C (1.132, -0.500, -2.260)
C (2.611, -3.602, -1.330)
H (1.265, 6.535, 5.033)
H (1.376, 1.829, -4.565)
C (1.832, -3.321, -3.584)
Os (0.239, 0.631, 0.443)
O (6.442, -1.930, 3.238)
C (3.429, -4.643, -1.738)
H (-1.702, -4.078, 1.173)
C (6.331, 0.856, 1.031)
C (0.117, -2.061, -0.693)
C (-1.888, 5.348, 5.357)
H (3.722, -1.540, 2.729)
C (-3.203, -2.205, 2.608)
H (-2.801, 5.522, 5.912)
C (4.961, 1.019, 0.821)
O (7.964, -0.526, 2.227)
H (2.737, 3.938, -3.124)
C (-0.045, 3.350, -0.848)
N (-0.283, 2.517, 0.247)
O (2.123, 1.461, 0.783)
C (-1.434, -0.373, 2.885)
C (-0.511, 3.370, 1.329)
C (-1.545, -0.012, 4.280)
C (4.044, 0.174, 1.426)
O (1.783, -0.611, 1.178)
N (-0.548, -1.148, 0.152)
C (0.827, 1.657, -2.406)
C (1.003, -1.793, -1.725)
H (4.079, -5.848, -3.392)
C (0.392, 5.920, 4.859)
H (-0.810, 6.936, 6.317)
C (-5.106, -3.565, 1.907)
H (4.600, 1.810, 0.177)
C (-0.607, 3.013, 2.675)
H (-1.866, -0.652, 5.079)
H (-3.609, -2.869, 0.591)
C (5.786, -1.008, 2.479)
C (-0.262, 4.698, -0.464)
N (-0.772, 0.644, 2.226)
H (-5.625, -4.083, 1.111)
H (-1.046, 1.851, 5.309)
H (-6.552, -4.066, 3.416)
H (4.055, -5.147, -1.014)
C (-1.095, 1.254, 4.412)
C (0.441, 4.908, 3.911)
C (-3.806, -2.128, 3.870)
C (-0.393, 5.567, -4.685)
C (-0.772, 6.143, 5.581)
C (-1.968, -1.472, 2.199)
C (-0.538, 4.712, 0.867)
N (0.776, 0.595, -1.545)
H (0.978, 6.718, -5.868)
C (2.622, 0.343, 1.134)
C (1.801, -2.930, -2.249)
C (3.447, -5.032, -3.071)
H (8.409, -2.438, 2.870)
C (2.644, -4.370, -3.989)
C (-5.632, -3.545, 3.188)
H (2.618, -3.272, -0.297)
H (-0.160, 5.548, -1.119)
C (-4.982, -2.798, 4.159)